[1]
C22H24F3NO3P2Zr as an isolated structure, computed with ωB97M-V/def2-TZVPD.

Positions of all 56 atoms, in Å:
C -1.292 3.378 -2.144
C -1.102 2.072 -1.693
C 0.219 1.568 -1.604
C 1.312 2.350 -2.088
C 1.067 3.650 -2.584
C -0.218 4.166 -2.588
C 2.584 1.763 -2.096
C 2.683 0.367 -2.106
C 1.547 -0.388 -1.682
C 1.604 -1.805 -1.672
C 2.819 -2.427 -1.942
C 3.943 -1.701 -2.354
C 3.873 -0.319 -2.462
H -2.314 3.776 -2.133
H 1.914 4.199 -2.990
H -0.419 5.176 -2.950
H 3.444 2.361 -2.396
H 2.881 -3.507 -1.814
H 4.868 -2.227 -2.592
H 4.716 0.286 -2.805
N 0.515 0.316 -1.057
Zr 0.203 -0.008 1.187
C -2.279 1.268 -1.193
H -2.349 0.304 -1.707
H -3.204 1.823 -1.376
C 0.421 -2.640 -1.216
H -0.506 -2.357 -1.736
H 0.630 -3.698 -1.411
P -2.177 0.983 0.624
P 0.187 -2.506 0.585
C 1.550 -3.483 1.269
H 1.437 -3.532 2.358
H 1.528 -4.500 0.860
H 2.514 -3.018 1.035
C -1.308 -3.451 0.930
H -1.132 -4.517 0.755
H -1.595 -3.310 1.978
H -2.133 -3.117 0.291
C -2.322 2.689 1.218
H -3.337 3.064 1.053
H -2.110 2.698 2.293
H -1.612 3.348 0.708
C -3.730 0.198 1.057
H -3.772 0.036 2.136
H -4.571 0.837 0.780
H -3.833 -0.763 0.546
C 2.466 0.509 0.930
O 3.226 -0.460 1.003
H 2.852 1.507 0.523
F -1.485 0.874 5.718
C -1.734 -0.147 4.879
F -1.556 -1.304 5.549
F -3.051 -0.062 4.520
C -0.830 -0.114 3.579
O -0.358 0.983 3.123
O -0.672 -1.187 2.905

Calculated values
max |F| = 2.4 eV Å⁻¹
spin multiplicity = 1
Kohn-Sham gap = 0.240 Eh
lowest unoccupied orbital energy = -7.831 eV
relative energy (zero: lowest compared OMol25 entry of this formula, charge and spin) = 49.0 kJ/mol
E_tot = -58834.036 eV
total charge = +2

---

[2]
A 2-piece molecular cluster, C6H16 overall, computed with ωB97M-V/def2-TZVPD.

Positions of all 22 atoms, in Å:
C 0.465 1.823 0.820
C 0.409 0.348 1.370
C 1.734 -0.140 2.069
C -0.812 0.210 2.292
H 1.320 2.095 0.403
H 0.360 2.588 1.637
H -0.360 1.995 0.133
H 0.240 -0.351 0.501
H 2.528 0.491 1.617
H 1.531 0.114 3.098
H 1.948 -1.153 1.799
H -1.569 0.944 2.096
H -1.255 -0.703 2.125
H -0.398 0.249 3.327
C 0.020 -1.299 -2.979
C -1.492 -0.778 -2.938
H 0.407 -1.049 -3.897
H 0.638 -0.948 -2.071
H 0.036 -2.469 -2.873
H -2.256 -0.949 -3.647
H -2.095 -1.205 -2.006
H -1.399 0.186 -2.877

Calculated values
SMILES = CC(C)C.CC
max |F| = 6.6 eV Å⁻¹
spin multiplicity = 1
Kohn-Sham gap = 0.438 Eh
lowest unoccupied orbital energy = 0.992 eV
relative energy (zero: lowest compared OMol25 entry of this formula, charge and spin) = 194.8 kJ/mol
E_tot = -6479.639 eV
total charge = 0

---

[3]
An isolated molecule of C6H7Br, computed with ωB97M-V/def2-TZVPD.

Positions of all 14 atoms, in Å:
C -0.291 2.448 0.500
C -0.256 1.238 0.092
C -0.166 0.067 -0.464
C 0.612 -1.043 0.038
C -0.269 -1.842 0.906
C -1.630 -1.567 1.124
Br -2.643 -2.341 2.582
H -1.293 2.771 0.979
H 0.582 3.240 0.569
H -0.868 0.042 -1.218
H 1.421 -0.665 0.677
H 1.003 -1.629 -0.860
H 0.011 -2.772 1.287
H -1.816 -0.850 0.517

Calculated values
SMILES = C=C=CC/C=C/Br
max |F| = 8.5 eV Å⁻¹
spin multiplicity = 1
Kohn-Sham gap = 0.361 Eh
lowest unoccupied orbital energy = 0.806 eV
relative energy (zero: lowest compared OMol25 entry of this formula, charge and spin) = 298.8 kJ/mol
E_tot = -76373.374 eV
total charge = 0